# 1
174
Properties=species:S:1:pos:R:3:forces:R:3 method="wB97M-V/def2-TZVPD" lumo_ev=0.212 smiles=COCCNCCOC.COCCNCCOC.COCCNCCOC.COCCNCCOC.CC(C)O.CC(C)O.CC(C)O.CC(C)O.OCCO.OCCO.OCCO total_energy_ev=-88141.2137 relative_energy_kj_mol=187.80 gap_ha=0.32346 homo_ev=-8.6 mol_weight_g_mol=959.352
C -2.94282 -14.69819 -1.21662 -1.5 0.8 1.8
C -3.58023 -13.96388 0.01901 0.2 -0.4 -0.6
O -3.47669 -12.53292 -0.07101 -0.1 -0.6 -0.2
O -3.75814 -14.53132 -2.38313 0.8 -0.2 0.6
H -2.95317 -15.75012 -0.93129 0.2 -0.1 -0.4
H -1.92120 -14.31933 -1.24605 0.1 0.0 -0.8
H -3.08968 -14.29306 0.93503 0.3 0.1 0.0
H -4.61390 -14.29028 0.13340 -0.2 0.1 -0.2
H -4.34416 -12.16934 -0.26314 0.0 0.0 0.1
H -4.08359 -13.62873 -2.35122 0.1 0.2 -0.2
C -0.26466 -10.56664 6.65692 -0.7 -0.1 0.2
C -1.47461 -9.59196 6.64102 0.2 -0.5 -0.3
O -1.82735 -9.24897 5.30917 0.6 0.2 0.1
O -0.63516 -11.65972 5.83574 -0.6 -0.3 -1.0
H -0.11074 -11.04030 7.62648 0.2 0.8 0.5
H 0.63471 -10.08979 6.26723 0.1 0.2 0.2
H -1.27128 -8.67762 7.19845 0.1 -0.1 0.0
H -2.37123 -10.08120 7.02156 0.2 -0.2 0.8
H -1.72676 -10.09375 4.86440 -0.1 -0.2 -0.6
H 0.10975 -12.22154 5.60975 0.1 0.2 0.1
C 4.27232 -11.57986 16.26608 -0.1 1.0 1.2
C 3.23481 -11.78557 17.38915 0.0 0.6 -1.2
O 2.23056 -10.78453 17.27931 -0.6 0.1 -0.2
O 3.76579 -11.87725 15.01272 -1.0 -0.8 -1.1
H 5.17748 -12.15922 16.44808 0.2 0.1 0.3
H 4.42917 -10.50180 16.30226 0.7 0.1 0.2
H 3.66203 -11.54837 18.36348 0.4 -1.0 0.0
H 2.77361 -12.75898 17.22225 0.2 -0.3 0.7
H 1.41146 -11.20640 17.00965 0.0 0.2 -0.1
H 4.11696 -11.28912 14.34012 0.0 0.0 0.2
C 6.17455 -19.45957 3.22733 -0.6 1.0 -0.3
O 5.39739 -18.25877 3.36471 0.0 0.1 0.3
C 3.99850 -18.42610 3.60510 0.3 -0.3 0.0
C 3.40562 -17.11520 4.02119 1.0 2.3 0.6
N 4.16145 -16.36163 5.08625 -1.1 -0.2 -0.5
C 4.07634 -17.02767 6.38728 0.3 -0.1 -0.1
C 4.72450 -16.26978 7.58147 0.2 -0.5 -0.4
O 5.99193 -16.85057 7.82112 0.2 -0.5 -0.8
C 6.71302 -16.36813 8.89791 0.5 0.5 0.8
H 7.19355 -19.18903 2.95067 0.0 0.3 0.3
H 5.80349 -19.99696 2.35463 -0.2 -0.7 0.3
H 6.17628 -19.97757 4.18638 -0.1 -0.5 -0.3
H 3.75717 -19.13256 4.39931 0.5 -0.6 -0.1
H 3.50760 -18.71229 2.67493 -0.1 -0.4 -0.1
H 2.36405 -17.15688 4.33980 0.0 -0.4 -0.1
H 3.46272 -16.44459 3.16380 -0.2 0.0 -0.2
H 5.10834 -16.33580 4.73577 0.3 0.0 0.4
H 4.51072 -18.01874 6.25607 0.5 -0.2 0.8
H 3.03131 -17.25667 6.59605 -0.2 0.5 0.0
H 4.13222 -16.33524 8.49417 -0.3 -0.2 0.1
H 4.87087 -15.20790 7.38377 -0.2 0.2 -0.4
H 7.76401 -16.64174 8.80494 -0.1 -0.4 -0.2
H 6.34429 -16.72496 9.85958 -0.2 -0.3 0.1
H 6.75010 -15.28493 9.01368 -0.4 0.4 -0.4
C 2.08821 -19.72732 -5.18379 0.7 0.6 -0.7
O 2.05442 -18.77083 -6.26417 0.1 -1.0 0.7
C 1.01691 -17.84187 -6.14927 -0.6 0.2 -0.9
C 1.18299 -16.85079 -7.29913 1.3 0.8 -0.6
N 2.58856 -16.34379 -7.39949 -0.8 -1.0 0.4
C 2.82540 -15.23423 -6.48192 0.4 0.5 -2.1
C 4.30535 -15.11622 -6.09183 -1.4 -1.4 0.8
O 4.67452 -16.38053 -5.55858 0.2 -0.4 1.3
C 4.12730 -16.70090 -4.25701 0.6 -0.1 -1.1
H 1.13378 -19.84498 -4.67064 -0.2 -0.3 -0.5
H 2.78447 -19.41729 -4.40457 0.2 0.3 0.0
H 2.50698 -20.62300 -5.64259 -0.5 -0.2 0.3
H 1.01971 -17.44672 -5.13342 -0.1 0.6 0.0
H 0.05316 -18.31059 -6.34823 -0.3 -0.3 0.4
H 0.47573 -16.02202 -7.33103 0.0 0.2 0.8
H 0.93912 -17.27838 -8.27165 0.2 -0.9 0.2
H 3.13950 -17.12379 -7.07058 0.3 -0.2 -0.1
H 2.13898 -15.29715 -5.63755 0.2 0.5 0.3
H 2.61405 -14.42727 -7.18354 -0.4 1.0 0.9
H 4.35823 -14.36845 -5.30053 0.5 0.4 -0.2
H 4.99648 -14.98661 -6.92469 -0.3 0.5 0.0
H 4.61058 -17.64961 -4.02357 -0.2 0.1 0.3
H 3.04490 -16.82836 -4.24098 -0.1 -0.1 -0.3
H 4.35391 -15.95029 -3.49983 0.3 0.2 0.0
C 11.42293 -21.17032 11.06296 0.3 -0.6 0.7
O 12.61551 -21.41565 11.87053 -1.6 0.2 -0.6
C 12.28985 -22.00219 13.14060 1.1 -0.7 -0.7
C 11.90136 -20.96785 14.14416 -0.3 -0.3 -0.7
N 12.89494 -19.92842 14.28255 -0.1 0.9 0.6
C 14.06741 -20.27040 15.04706 1.4 0.2 0.0
C 15.12262 -19.12480 15.08911 0.2 -0.8 -0.3
O 15.87653 -19.02369 13.84849 -1.1 -0.3 0.6
C 17.03745 -18.26227 13.98187 0.6 1.1 -0.2
H 10.84059 -22.08866 10.98780 0.2 -0.4 -0.3
H 11.68289 -20.81736 10.06499 0.4 -0.1 0.2
H 10.69993 -20.47723 11.49304 0.4 0.5 0.3
H 13.19866 -22.52310 13.44189 0.2 0.0 0.0
H 11.53436 -22.78377 13.06026 -0.3 0.0 -0.3
H 11.65404 -21.49819 15.06377 0.2 0.4 0.4
H 10.95941 -20.60002 13.73731 -0.1 0.7 0.4
H 13.23981 -19.63943 13.37831 -0.4 0.0 -0.4
H 14.57251 -21.14417 14.63534 0.3 -0.3 0.0
H 13.82192 -20.52542 16.07798 -0.2 0.2 0.1
H 15.89130 -19.30075 15.84164 -0.2 -0.4 0.4
H 14.59426 -18.22394 15.40117 0.1 0.5 -0.5
H 17.54176 -18.12909 13.02477 -0.4 -0.3 -0.2
H 17.81826 -18.62177 14.65209 -0.2 -0.8 0.4
H 16.83917 -17.25010 14.33449 -0.3 0.3 0.1
C -4.47096 -21.50514 1.30449 -0.1 0.1 -0.2
O -3.46499 -22.45772 1.37998 0.9 -0.7 0.6
C -3.07588 -23.11293 0.17271 0.4 -0.6 1.6
C -2.00504 -24.14657 0.63584 0.0 1.1 0.0
N -0.86317 -23.46518 1.33804 -1.2 -0.2 -1.8
C 0.14303 -24.44098 1.69923 -0.1 -0.3 -0.1
C 0.98254 -24.89523 0.45760 -0.4 -0.3 0.8
O 2.13692 -25.63494 0.84590 -0.3 0.7 0.9
C 3.03288 -25.81681 -0.20152 0.0 -0.8 -0.7
H -4.69644 -21.13829 2.30583 0.3 0.0 0.0
H -5.39234 -21.95208 0.93113 -0.2 0.1 -0.4
H -4.11202 -20.68629 0.68099 -0.4 0.3 -0.2
H -2.66680 -22.40004 -0.54322 0.0 0.0 -0.1
H -3.96325 -23.62522 -0.19909 0.0 -0.1 -0.5
H -1.68446 -24.76087 -0.20558 0.3 0.4 -0.2
H -2.44315 -24.86942 1.32405 -0.5 0.0 0.2
H -1.28705 -23.06626 2.16344 0.2 0.1 0.1
H -0.40090 -25.27130 2.14959 0.4 -0.7 0.1
H 0.71313 -23.98362 2.50788 0.6 -0.2 -0.3
H 1.19154 -24.01782 -0.15441 0.5 0.3 0.1
H 0.42391 -25.56094 -0.20031 -0.5 0.0 0.0
H 2.71649 -26.60630 -0.88322 -0.7 0.0 -0.5
H 3.96135 -26.28658 0.12308 0.2 0.8 0.6
H 3.13136 -24.88837 -0.76402 0.6 0.0 -0.1
C 2.18228 -22.60069 9.98328 0.9 0.6 0.0
C 2.72185 -22.96430 11.40862 -1.9 0.4 -0.2
C 1.50954 -22.96545 12.36630 -0.1 0.3 -1.2
O 3.23634 -24.27283 11.38992 0.4 -0.4 -0.3
H 2.95334 -22.63738 9.21372 0.2 -0.3 0.1
H 1.81188 -21.58018 9.88598 0.1 0.3 0.6
H 1.33813 -23.17552 9.60239 0.1 -0.6 0.6
H 3.48662 -22.30659 11.82170 0.1 0.5 -0.6
H 1.74835 -23.28751 13.37988 -0.1 -0.1 -0.1
H 0.82254 -23.62428 11.83519 -0.2 -0.4 0.7
H 0.99518 -22.00444 12.36790 0.2 0.2 0.3
H 3.58022 -24.39892 12.27731 0.1 -0.4 0.0
C 3.81388 -9.39544 0.57052 -1.6 -0.7 -0.5
C 3.93427 -7.93347 0.84559 1.1 -0.4 2.5
C 5.08595 -7.67724 1.80880 0.4 0.6 0.6
O 4.14618 -7.17682 -0.28710 -0.3 0.6 -1.1
H 3.96877 -10.02257 1.44848 0.4 0.1 -0.1
H 4.38720 -9.71899 -0.29824 0.4 0.0 0.2
H 2.77716 -9.56821 0.28165 -0.1 -0.3 -0.2
H 3.06966 -7.55683 1.39214 -0.4 0.0 -0.5
H 6.05339 -7.89165 1.35472 0.1 0.1 -0.2
H 5.09896 -8.21865 2.75474 -0.5 -0.3 -0.1
H 5.02329 -6.62694 2.09345 0.4 0.1 -0.1
H 4.94544 -7.54500 -0.67079 0.2 0.2 -0.4
C 10.37196 -12.99494 5.72187 -0.2 -0.6 0.6
C 11.28207 -14.22502 5.64797 -0.7 0.8 -2.0
C 10.77031 -15.31343 4.73836 -1.5 -1.0 0.8
O 12.41100 -13.78343 4.94136 2.0 0.7 0.6
H 10.82961 -12.19493 6.30380 0.1 -0.1 0.0
H 9.43071 -13.25952 6.20370 -0.1 0.1 0.0
H 10.16042 -12.60701 4.72545 0.1 -0.2 -0.1
H 11.55802 -14.64997 6.61305 -0.2 0.2 0.3
H 11.42844 -16.17886 4.81582 -0.1 -0.2 0.0
H 10.65825 -15.10230 3.67489 0.3 0.7 0.2
H 9.77384 -15.56216 5.10343 -0.2 -0.7 -0.1
H 13.10252 -14.38092 5.23527 0.5 0.2 -0.4
C 13.19517 -23.78919 0.96489 -0.3 0.4 1.0
C 14.05403 -22.97437 1.92037 1.7 -1.5 0.8
C 14.77098 -23.81364 2.94260 -0.5 -2.1 1.7
O 15.20112 -22.37115 1.34639 -0.4 1.9 -1.4
H 12.63989 -23.14188 0.28610 0.1 -0.2 -0.2
H 12.48947 -24.29967 1.62026 -0.3 -0.1 -0.2
H 13.75302 -24.58045 0.46408 0.2 0.2 -0.2
H 13.48109 -22.28226 2.53748 -0.1 0.7 -0.8
H 14.12564 -24.37636 3.61713 -0.5 0.2 0.3
H 15.45020 -23.24398 3.57682 -0.2 0.3 -0.2
H 15.34812 -24.64719 2.54234 0.3 0.2 -0.7
H 15.59367 -22.97230 0.70911 -0.1 -0.1 0.0

# 2
53
Properties=species:S:1:pos:R:3:forces:R:3 method="wB97M-V/def2-TZVPD" lumo_ev=0.311 total_energy_ev=-54095.5378 relative_energy_kj_mol=3.84 gap_ha=0.30726 homo_ev=-8.1 mol_weight_g_mol=411.955
C 1.97269 -4.20244 -0.42258 0.0 0.0 0.3
H 1.88844 -5.28506 -0.41051 0.0 -0.1 -0.1
H 2.93338 -3.93731 -0.85754 0.1 0.0 -0.1
H 1.18968 -3.80863 -1.06717 -0.1 0.0 -0.1
C 1.88147 -3.60918 0.99029 0.1 0.1 -0.3
N 0.65679 -3.83792 1.72647 0.0 0.1 0.0
C -0.57331 -3.39370 1.11312 -0.3 0.2 0.4
H -0.34959 -2.84309 0.19740 0.0 0.0 0.0
C -1.34497 -2.45481 2.05717 -0.2 -0.3 -0.3
N -0.66049 -1.19309 2.21544 0.1 -0.3 0.2
C -1.13771 -0.05887 1.67936 0.3 0.1 0.2
O -2.21416 0.03198 1.11319 -0.3 0.1 -0.1
C -0.22449 1.13549 1.85733 0.4 0.1 -0.4
H 0.00572 1.29331 2.91017 0.1 0.0 0.0
H -0.67508 2.02966 1.43363 -0.1 0.0 0.0
S 1.41964 0.89817 1.02841 -1.2 0.4 -0.5
O 1.93693 -0.36036 1.58757 0.8 -0.8 0.5
C 0.74974 0.43794 -0.64541 0.2 0.4 0.4
C 0.02245 1.59339 -1.20282 -1.2 0.0 -0.6
C -1.23315 1.66870 -1.74847 0.8 -0.8 0.5
O -1.44368 2.96037 -2.09496 -0.1 0.4 -0.1
C -0.32007 3.62274 -1.74303 0.7 -0.9 0.5
N 0.57616 2.84297 -1.20671 0.0 0.9 -0.2
C -0.19541 5.04393 -1.96815 -0.2 0.6 -0.2
C -1.23175 5.76773 -2.55779 0.2 -0.2 0.1
C -1.09841 7.12485 -2.77231 0.1 0.2 0.0
C 0.07464 7.76268 -2.39613 -0.1 -0.3 0.0
C 1.11431 7.05622 -1.80657 -0.1 0.1 0.0
C 0.97814 5.70022 -1.59377 -0.2 -0.2 -0.1
H 1.76948 5.12615 -1.13944 0.1 0.0 0.1
H 2.01878 7.56943 -1.52041 0.1 0.1 0.0
Cl 0.24386 9.45970 -2.66573 0.0 0.2 0.0
H -1.89639 7.68920 -3.22871 0.0 0.1 0.0
H -2.13921 5.25992 -2.84592 -0.1 0.0 0.0
C -2.29499 0.66018 -1.96932 -0.1 0.1 0.1
H -1.91778 -0.17287 -2.56006 0.0 0.0 -0.1
H -3.13036 1.12076 -2.48819 -0.1 0.0 -0.1
H -2.63723 0.27867 -1.00654 0.0 0.0 -0.1
H 0.11323 -0.43856 -0.55137 0.0 -0.1 0.1
H 1.63461 0.19539 -1.23540 0.1 -0.1 0.1
H 0.32452 -1.24460 2.45541 0.0 0.2 0.0
H -1.44925 -2.92392 3.03901 -0.1 0.0 -0.1
H -2.33621 -2.23841 1.65230 0.1 -0.1 0.1
H -1.23101 -4.23185 0.84559 0.0 0.0 -0.1
C 0.55804 -5.04415 2.51367 0.0 -0.2 0.0
C 0.48125 -6.37340 1.74885 0.0 0.3 0.1
H -0.28236 -6.33176 0.97522 -0.1 -0.1 -0.1
H 1.43482 -6.61320 1.28676 0.1 -0.1 -0.1
H 0.22699 -7.17534 2.43782 0.0 -0.1 0.0
H -0.33692 -4.94906 3.13589 0.1 0.0 0.1
H 1.42268 -5.07236 3.18406 -0.1 0.0 0.1
H 2.02857 -2.52597 0.92455 0.1 -0.1 0.0
H 2.69697 -4.00983 1.59632 0.1 0.1 0.0